Below is a cluster of 7 separate species, C6H26N2O6 in total in a non-equilibrium geometry, with properties calculated with ωB97M-V with the def2-TZVPD basis set.

Its total charge is +1. As for the HOMO energy (spin up / spin down): -13.30 / -13.20 eV. As for the total energy: -21897.1063 eV. The largest force on an atom is 0.1648 Eh/bohr. For the orbital gap (spin up / spin down), the calculation gives 10.41 / 5.52 eV. Its spin multiplicity is 2.

XYZ file:
```
40
Properties=species:S:1:pos:R:3:forces:R:3:lowdin_charge:R:1
C 2.161657 0.226510 1.108969 0.5 -1.1 1.7 -0.127
N 1.255698 0.896296 0.261692 2.4 -3.5 -2.3 0.139
C 1.473300 0.580598 -1.201504 -0.7 2.8 -2.5 -0.243
N 0.441744 -0.127550 -1.914378 -2.1 -0.3 1.1 0.080
C 1.630272 -0.995320 2.091767 0.0 -1.0 1.3 -0.125
C 0.768348 -2.138809 1.475304 -0.1 1.5 0.6 -0.209
C -0.672258 -1.704622 1.315334 -2.0 -3.0 -3.0 -0.195
C -1.510761 -0.673055 1.491128 3.0 1.6 2.8 -0.020
H 2.311011 0.988910 1.932620 1.0 -0.7 -0.7 0.167
H 3.044329 -0.205607 0.480807 -1.3 1.5 1.6 0.148
H 0.295662 0.860068 0.444840 -2.3 0.4 1.2 0.096
H 2.453677 0.143318 -1.445252 -0.3 0.2 0.8 0.124
H 1.452187 1.650942 -1.674633 0.5 -2.1 0.5 0.143
H 0.296136 -1.157235 -1.784619 0.6 1.1 0.4 0.092
H -0.527081 0.319878 -1.862321 1.9 -0.6 -0.3 0.106
H 2.567250 -1.485216 2.584877 -1.4 1.4 -1.0 0.145
H 0.970223 -0.599821 2.935028 1.2 0.0 -1.1 0.125
H 1.152450 -2.491232 0.498536 -0.4 0.3 0.8 0.063
H 0.726927 -3.022221 2.164044 0.4 0.7 -0.5 0.147
H -1.197445 -2.610030 0.725816 1.0 2.1 1.1 0.148
H -1.278356 0.218000 2.230884 -0.2 -1.6 -1.8 0.107
H -2.495016 -0.680291 1.143797 -1.4 -0.2 -0.4 0.024
H 3.126343 -2.069588 -1.318245 0.5 -0.6 0.4 0.045
H 3.675141 -2.955967 -0.139446 0.5 0.3 1.0 0.044
O 3.356266 -2.971962 -1.026804 -0.8 0.4 -1.3 -0.017
H 0.748516 -4.144733 -1.996147 -0.3 -0.3 -0.3 0.067
H 1.475352 -3.471351 -0.936955 3.5 0.4 0.9 -0.076
O 0.619746 -3.652758 -1.183568 -3.3 -0.4 -1.1 -0.028
H -1.572604 4.447834 -0.156444 0.2 0.0 -0.8 0.024
H -2.804876 3.505943 -0.272476 -1.4 -1.7 -2.6 -0.057
O -2.298292 4.019032 0.275950 1.2 1.7 3.5 -0.017
H -4.187934 1.794521 0.500230 -0.3 2.5 -6.3 -0.083
H -3.684016 2.241871 2.001049 -0.3 0.2 -1.7 0.077
O -4.092973 1.646879 1.345645 0.6 -2.7 8.0 0.010
H 0.533812 2.789125 -0.901170 -1.2 0.8 -0.5 0.038
H -0.887747 2.421692 -1.338174 -2.3 -1.7 0.4 -0.056
O -0.224821 3.041310 -1.477371 3.3 1.6 0.2 -0.028
H -3.267864 1.117546 -1.762532 1.0 1.6 -0.1 0.108
H -3.088298 2.277777 -2.718578 -0.3 0.7 -1.2 0.056
O -2.745718 1.969325 -1.897681 -0.8 -2.5 1.4 -0.041
```
Forces are in eV/Å.